No. 1
Entry from the Open Molecules 2025 dataset: C26H73N5O8 as an isolated structure in a non-equilibrium geometry (ωB97M-V with the def2-TZVPD basis set).

Positions of all 112 atoms, in Å:
C1 -2.05492 3.87851 1.89101
C2 -2.96898 3.75417 0.60792
C3 -2.95285 2.40319 -0.24957
O1 -3.91917 2.48638 -1.37110
C4 -4.16243 1.24681 -2.10857
N1 -4.32107 4.01375 1.06497
H1 -1.89231 2.90953 2.36296
H2 -2.29694 4.58261 2.68710
H3 -1.05266 4.12200 1.53851
H4 -2.79336 4.60005 -0.05672
H5 -3.27148 1.64300 0.46365
H6 -1.97004 2.18938 -0.66966
H7 -3.29921 1.02388 -2.73565
H8 -5.11915 1.31325 -2.62662
H9 -4.42070 0.44695 -1.41458
H10 -4.54176 3.22865 1.66079
H11 -4.92833 3.88328 0.26853
C5 0.03273 -1.05012 -1.87032
C6 0.18812 -0.07574 -0.69743
C7 -1.08472 0.69403 -0.18667
O2 -1.03269 1.36414 1.07306
C8 -0.04601 2.38486 1.21511
N2 0.73137 -0.77706 0.41619
H12 -0.72605 -1.80170 -1.65239
H13 1.04236 -1.41652 -2.05605
H14 -0.32573 -0.60686 -2.79937
H15 0.98450 0.63330 -0.92358
H16 -1.98753 0.08678 -0.25201
H17 -1.23555 1.52787 -0.87228
H18 0.94859 1.96643 1.06087
H19 0.01461 2.64319 2.27232
H20 -0.17082 3.19381 0.49530
H21 1.04068 -0.12681 1.12443
H22 0.16333 -1.47145 0.88016
C9 2.20265 1.78365 4.39685
C10 2.23077 1.04505 3.06248
C11 2.67259 1.72663 1.76676
O3 1.76489 2.78972 1.47238
C12 2.10138 3.75810 0.47005
N3 2.71713 -0.24432 3.28322
H23 1.67296 2.73612 4.41489
H24 3.22147 2.09959 4.62109
H25 1.84392 1.14643 5.20515
H26 1.20179 0.73732 2.87649
H27 2.82088 0.93972 1.02724
H28 3.65814 2.12083 2.01453
H29 3.08293 4.21657 0.59038
H30 1.33058 4.52783 0.50849
H31 2.09824 3.29285 -0.51567
H32 2.78104 -0.78931 2.43528
H33 3.72069 -0.13893 3.32617
C13 0.19927 -3.95677 -2.71419
C14 -1.18311 -3.35175 -3.25807
C15 -0.97074 -2.25285 -4.38443
O4 -2.08954 -1.75514 -5.04539
C16 -1.74230 -0.93619 -6.21490
N4 -1.86576 -4.51666 -3.84834
H34 0.96775 -3.19620 -2.57609
H35 0.61996 -4.74071 -3.34393
H36 0.03816 -4.28272 -1.68662
H37 -1.66064 -2.94415 -2.36705
H38 -0.17243 -2.62223 -5.02814
H39 -0.49019 -1.35084 -4.00556
H40 -1.22699 0.01569 -6.08647
H41 -2.61876 -0.75762 -6.83781
H42 -1.03744 -1.39338 -6.90934
H43 -2.77404 -4.08637 -3.94819
H44 -2.10681 -5.16358 -3.11112
C17 0.97877 -1.85480 2.31196
C18 0.59820 -1.50570 3.76245
C19 1.69327 -2.05420 4.78357
O5 1.56698 -3.48975 4.69374
C20 2.00330 -4.06577 5.88642
N5 0.67680 -0.13430 3.91498
H45 0.25540 -1.44414 1.60754
H46 1.00466 -2.94277 2.25073
H47 1.92259 -1.34460 2.11963
H48 -0.39951 -1.83096 4.05722
H49 1.68319 -1.70113 5.81476
H50 2.71130 -1.74534 4.54625
H51 1.66334 -5.10114 5.86332
H52 1.60059 -3.62664 6.79915
H53 3.08711 -4.01403 5.99025
H54 0.01748 0.36449 3.33481
H55 1.63055 0.11045 3.69011
C21 1.93216 -1.75916 -3.65372
C22 2.85165 -0.64115 -3.18023
O6 4.10411 -0.96408 -3.65292
H56 1.65690 -1.82093 -4.70658
H57 1.04350 -1.65304 -3.03153
H58 2.37935 -2.70193 -3.33860
H59 2.68522 -0.51078 -2.11092
H60 2.65245 0.30349 -3.68627
H61 4.75129 -0.25524 -3.67067
C23 1.41531 2.58392 -3.24560
C24 0.20463 2.48669 -2.46116
O7 0.22611 3.36556 -1.36956
H62 1.45231 3.55063 -3.74781
H63 1.35360 1.75916 -3.95557
H64 2.27599 2.55001 -2.57763
H65 0.18801 1.46527 -2.08100
H66 -0.71227 2.68906 -3.01474
H67 0.83327 4.09467 -1.51570
C25 -3.04404 -2.02894 1.75076
C26 -1.59341 -1.58516 2.01394
O8 -0.93141 -1.92082 0.76812
H68 -3.68462 -1.69901 2.56862
H69 -3.18278 -3.10989 1.73066
H70 -3.38716 -1.56925 0.82391
H71 -1.21554 -2.19610 2.83373
H72 -1.54329 -0.52758 2.27302
H73 -0.98527 -2.87521 0.67957

Properties
**Spin multiplicity**: 1
**Relative energy (zero: lowest compared OMol25 entry of this formula, charge and spin)**: 723.66 kcal per mole
**E_LUMO**: 0.27 eV
**M**: 583.897 g mol⁻¹
**Largest force on an atom**: 0.2511 Eh/bohr

---

No. 2
Entry from the Open Molecules 2025 dataset: a 10-piece molecular cluster, C26H73O12P2S overall (ωB97M-V with the def2-TZVPD basis set).

Positions of all 114 atoms, in Å:
C1 -3.37331 -0.72439 2.50125
C2 -3.98523 0.52025 1.88947
O1 -3.15669 0.91107 0.78380
P1 -3.72489 0.84841 -0.70577
O2 -4.66084 -0.27545 -0.91931
C3 -2.23937 0.89376 -1.69331
C4 -1.07519 0.12472 -1.02978
C5 -1.28134 -1.38956 -1.07838
C6 -0.29390 -2.11823 -0.16696
P2 -0.35008 -3.83586 -0.30092
S1 1.33671 -4.80155 -0.78584
O3 -4.42344 2.27043 -0.99617
C7 -5.79894 2.48116 -0.67767
C8 -5.94650 3.38341 0.53466
H1 -2.29195 -0.62404 2.57523
H2 -3.81341 -0.89271 3.48761
H3 -3.61971 -1.58691 1.88335
H4 -5.00083 0.30941 1.54452
H5 -4.02327 1.35141 2.59576
H6 -2.49713 0.40907 -2.63839
H7 -1.95300 1.93153 -1.87367
H8 -0.91948 0.46624 -0.00805
H9 -0.18031 0.36752 -1.60293
H10 -1.18335 -1.68930 -2.14035
H11 -2.30828 -1.62887 -0.77671
H12 0.73820 -1.87506 -0.44706
H13 -0.84263 -4.45379 0.87070
H14 -1.39001 -4.19370 -1.20365
H15 -6.25702 2.95520 -1.54851
H16 -6.30104 1.52148 -0.53669
H17 -5.19264 4.17067 0.49727
H18 -5.80967 2.83354 1.46722
H19 -6.93935 3.83562 0.55171
C9 2.82584 -1.37211 2.56594
C10 2.89491 -2.81328 3.04627
O4 1.86029 -3.60178 2.50450
H20 1.85712 -0.93910 2.81586
H21 3.61805 -0.76751 3.01696
H22 2.92805 -1.32646 1.47995
H23 2.77579 -2.85863 4.13141
H24 3.87670 -3.24307 2.80050
H25 1.92790 -3.58530 1.53588
C11 -4.91394 -4.25672 3.05615
C12 -3.69008 -4.42239 3.93095
O5 -3.68211 -3.50111 5.02758
H26 -4.95905 -3.24270 2.65997
H27 -4.89286 -4.95810 2.22223
H28 -5.82877 -4.43738 3.62787
H29 -2.77948 -4.22185 3.36771
H30 -3.63619 -5.44875 4.31384
H31 -4.48372 -3.65675 5.53999
C13 -0.87127 -5.21660 7.95253
C14 -2.19304 -5.83577 8.36558
O6 -3.28879 -4.95345 8.15663
H32 -0.69823 -4.29171 8.50345
H33 -0.04250 -5.90014 8.14456
H34 -0.87395 -4.97414 6.88800
H35 -2.19642 -6.06467 9.43170
H36 -2.35644 -6.77330 7.82131
H37 -3.31483 -4.74052 7.21585
C15 2.14772 4.01389 -1.34253
C16 2.02951 2.90317 -0.31778
O7 1.77538 1.65186 -0.94079
H38 1.23263 4.07511 -1.93477
H39 2.34015 4.98209 -0.87897
H40 2.97513 3.79103 -2.02035
H41 1.19811 3.07916 0.36436
H42 2.94732 2.84368 0.27946
H43 2.50995 1.47276 -1.53844
C17 6.49510 4.64184 -4.14985
C18 5.73576 4.48805 -2.84764
O8 5.28531 3.14992 -2.64462
H44 5.86191 4.35090 -4.98786
H45 6.81365 5.67483 -4.29685
H46 7.38247 4.00320 -4.15875
H47 4.84759 5.11655 -2.85489
H48 6.36243 4.79043 -1.99964
H49 6.05343 2.56957 -2.62389
C19 5.34598 7.79552 -1.16176
C20 4.57505 7.58308 0.12903
O9 4.13426 6.23580 0.22956
H50 4.71923 7.51515 -2.00950
H51 5.66340 8.83141 -1.28897
H52 6.23197 7.15643 -1.17224
H53 3.67293 8.19351 0.15355
H54 5.18866 7.85299 0.99561
H55 4.90355 5.65656 0.20111
C21 -2.52982 -7.69664 1.45268
C22 -3.85130 -8.36447 1.78231
O10 -4.96790 -7.53334 1.47853
H56 -2.43160 -6.75430 1.99224
H57 -1.68896 -8.33815 1.71941
H58 -2.45963 -7.47498 0.38562
H59 -3.92301 -8.57015 2.85057
H60 -3.93953 -9.31898 1.25072
H61 -4.94579 -7.33278 0.53660
C23 1.37827 4.13094 -5.06582
C24 2.85607 4.42175 -4.90589
O11 3.10083 5.80340 -4.61678
H62 0.96128 4.73892 -5.87046
H63 1.20998 3.08101 -5.30282
H64 0.83484 4.37279 -4.15021
H65 3.39151 4.20405 -5.83067
H66 3.28622 3.80340 -4.11361
H67 2.63563 6.00264 -3.79588
C25 3.28656 0.13242 -6.16547
C26 1.77081 0.08914 -6.15165
O12 1.19209 1.19147 -6.84889
H68 3.64378 1.06413 -5.72331
H69 3.70247 -0.70340 -5.60162
H70 3.66745 0.07728 -7.18892
H71 1.39524 0.15735 -5.13147
H72 1.41054 -0.85276 -6.57659
H73 1.48029 1.15863 -7.76683

Properties
**Spin multiplicity**: 1
**Relative energy (zero: lowest compared OMol25 entry of this formula, charge and spin)**: 0.00 kcal per mole
**Net charge**: -1
**E_LUMO**: 1.93 eV
**M**: 671.873 g mol⁻¹
**Largest force on an atom**: 0.0115 Eh/bohr

---

Q: Which of these has the highest E_LUMO?
A: C26H73O12P2S

---

Q: Among the records above, which one has the highest E_LUMO?
A: C26H73O12P2S

---

Q: Among the records above, which one has the highest largest force on an atom?
A: C26H73N5O8